[1]
ORCA calculation (ωB97M-V/def2-TZVPD) on a molecular structure, C27H67N3O8 in a non-equilibrium geometry.

CARTESIAN COORDINATES (ANGSTROEM)
H  19.899  13.216  8.011
C  20.055  19.987  7.947
H  23.553  17.309  11.417
H  22.294  15.633  5.917
C  22.225  21.092  8.755
H  19.393  16.238  7.342
O  21.519  17.320  7.967
C  15.430  18.964  8.202
C  18.764  12.940  12.821
C  20.870  14.816  10.157
H  18.640  19.971  7.615
C  21.567  13.685  12.287
H  14.758  18.201  7.809
H  18.725  14.467  14.481
H  19.729  15.605  6.008
C  23.232  18.232  9.439
H  18.629  14.209  9.947
H  21.633  20.768  6.108
H  21.978  12.501  14.128
H  17.525  15.851  7.420
H  24.580  18.540  7.688
H  19.695  12.027  14.639
H  23.239  16.231  10.089
H  24.269  21.633  9.641
H  21.777  12.783  11.713
H  15.374  19.179  9.269
H  24.367  20.522  8.378
H  18.620  18.859  11.175
C  17.706  19.900  8.173
O  22.174  14.860  6.469
H  15.156  19.914  7.744
H  16.798  16.017  10.985
H  17.003  12.167  12.004
H  21.600  21.385  9.598
C  17.962  17.327  9.720
H  22.272  16.917  7.530
H  19.870  18.608  9.981
H  21.006  16.330  8.833
O  19.781  15.454  6.952
C  20.122  15.799  12.244
H  21.059  14.002  14.374
O  20.976  15.381  8.715
C  22.964  17.200  10.506
H  20.137  11.294  13.266
C  18.079  19.868  9.676
H  24.582  19.410  10.807
H  19.872  21.044  7.755
H  22.573  12.702  8.972
H  16.299  17.897  5.839
C  16.902  18.636  7.777
O  21.705  12.564  8.594
H  19.881  15.809  13.307
C  21.195  13.141  13.720
H  20.167  15.364  9.529
H  23.091  19.731  6.509
N  19.215  13.431  11.517
C  18.791  18.590  10.132
H  21.583  15.630  10.286
H  19.774  14.307  6.968
H  17.163  13.767  14.215
C  17.815  11.749  12.599
C  24.409  17.900  8.554
C  16.895  17.092  10.838
H  19.703  19.895  8.975
O  16.829  16.270  7.932
O  20.015  13.387  7.076
H  20.956  16.501  12.241
H  17.141  19.987  10.219
H  18.557  15.246  9.605
H  21.309  13.908  9.743
H  20.600  15.259  7.843
H  21.914  17.286  10.784
H  18.294  10.919  12.080
H  17.822  14.851  13.088
H  17.045  17.405  11.871
H  19.220  16.211  11.792
N  22.010  18.438  8.620
H  19.407  16.060  10.760
H  18.645  20.767  9.919
H  17.305  11.325  13.464
H  19.835  16.468  9.106
H  17.026  19.552  5.775
C  19.933  12.307  13.613
N  17.517  17.382  8.379
H  24.364  16.903  8.117
H  22.391  14.395  12.206
H  25.343  17.935  9.115
C  18.999  16.230  9.764
H  15.960  17.578  10.560
H  17.332  20.869  7.843
H  21.306  13.434  8.584
C  20.354  14.418  11.639
H  21.539  18.971  6.123
C  23.720  19.576  10.160
O  18.146  14.064  10.764
C  23.729  20.784  9.221
H  22.223  21.930  8.059
C  21.607  19.763  8.067
H  17.943  18.064  6.009
C  18.102  14.005  13.715
H  19.353  19.476  7.287
H  23.009  19.760  10.965
C  17.023  18.585  6.277
C  22.009  19.851  6.561
H  21.605  15.158  7.178

## Properties
HOMO = -5.4 eV
LUMO level = -0.19 eV
Spin multiplicity = 1

Here are the Mulliken charges for atoms 1 to 5, given in e:
1 H 0.318
2 C -1.913
3 H 0.348
4 H 0.364
5 C -1.026

---

[2]
ORCA calculation (ωB97M-V/def2-TZVPD) on 3 unconnected molecules or ions with the total composition C27H67N8O5P2 in a non-equilibrium geometry.

CARTESIAN COORDINATES (ANGSTROEM)
H  1.718  0.959  0.121
H  -3.053  -2.860  -1.039
C  -4.374  4.437  4.034
H  8.972  -4.171  1.835
O  6.351  -3.649  -1.960
H  -3.089  -0.746  -0.461
C  -8.095  6.242  1.895
H  -7.248  3.154  5.140
C  -3.655  -2.031  -2.975
H  -5.773  6.019  5.417
H  10.231  -1.899  -0.626
C  7.561  -1.123  -1.087
H  0.375  0.103  -2.254
H  -3.228  1.596  -0.862
H  -1.480  3.324  -0.845
H  2.893  -3.644  0.498
H  2.437  -1.339  0.946
H  7.997  -6.205  -4.154
C  -0.531  0.318  -1.689
H  -2.533  1.366  2.731
C  3.282  -2.948  -0.244
H  9.181  -6.295  -0.946
C  2.604  -1.584  -0.107
H  -3.458  -0.037  -2.419
H  -9.105  5.817  1.978
C  -2.104  -0.682  -0.001
H  -8.117  4.352  -0.182
C  -2.048  0.688  0.727
C  9.738  -4.505  -3.325
C  -0.950  -0.972  -0.969
H  10.518  -4.379  -2.574
H  -3.766  5.142  3.455
H  1.820  1.528  -1.592
H  -2.705  -4.700  -1.926
H  6.616  -5.688  -3.199
H  8.523  -2.672  1.050
H  -4.132  1.154  0.605
H  -4.132  4.564  5.092
H  -6.359  4.464  -0.335
H  -2.769  -0.410  -3.889
C  -0.208  1.530  -0.772
C  -2.296  0.434  2.220
C  -1.242  -2.089  -2.016
H  -7.093  1.726  4.106
H  -8.141  7.055  1.168
H  9.334  -6.054  0.784
H  -7.844  6.698  2.844
H  -7.297  5.947  4.576
C  7.525  -5.340  -3.681
H  -0.018  -2.485  0.209
H  -3.141  -0.241  2.355
H  3.300  -0.826  -0.478
N  8.384  -2.176  -1.681
H  -3.517  -2.541  -3.929
C  -7.708  2.604  4.326
C  -2.633  -2.721  -2.038
H  -9.107  3.372  1.393
N  -0.728  1.352  0.609
O  1.412  -1.503  -0.866
H  -7.347  5.903  -0.535
C  0.228  -1.457  -0.105
H  10.391  -2.437  -2.300
C  -8.762  2.722  2.196
P  -6.472  4.022  2.405
H  -9.648  2.358  2.713
C  -6.217  5.912  4.425
N  -5.808  4.646  3.847
O  -0.621  2.406  1.324
H  -1.400  0.024  2.689
C  -7.243  4.979  0.035
H  10.036  -5.369  -3.924
H  0.334  -0.870  0.813
N  8.738  -4.334  -0.259
H  -4.084  3.430  3.752
C  -0.680  2.857  -1.414
H  7.302  -3.933  1.297
N  8.452  -4.767  -2.709
N  -3.516  -0.613  -3.245
C  -3.202  1.573  0.231
H  7.640  -1.077  0.007
H  -5.903  6.772  3.820
H  -1.012  -1.731  -3.023
H  -8.684  2.264  4.673
N  -7.093  5.287  1.457
C  8.731  -5.804  -0.090
H  6.514  -1.273  -1.343
H  -8.246  1.866  1.751
H  9.910  -0.799  -1.969
H  1.566  2.645  -0.267
H  3.103  -3.319  -1.252
C  1.329  1.645  -0.629
H  -2.063  -1.453  0.776
H  7.860  -0.151  -1.484
N  -7.906  3.473  3.145
H  0.135  3.572  -1.493
H  -1.054  2.695  -2.426
H  9.717  -3.629  -3.985
H  4.361  -2.839  -0.144
H  7.724  -6.208  0.056
H  -4.672  -2.262  -2.654
O  -2.478  -4.049  -2.601
C  9.793  -1.831  -1.632
H  -3.098  2.588  0.606
H  7.244  -4.628  -4.466
H  -0.550  -2.912  -1.844
O  -5.279  3.542  1.678
H  -1.276  0.631  -2.420
C  8.352  -3.748  1.046
P  7.760  -3.749  -1.527

## Properties
HOMO (spin up / spin down) = -8.0 / -8.7 eV
LUMO level (spin up / spin down) = 0.66 / 0.66 eV
Spin multiplicity = 2

Here are the Mulliken charges for atoms 1 to 5, given in e:
1 H 0.302
2 H 0.558
3 C -0.912
4 H 0.405
5 O -0.759

---

The highest spin multiplicity belongs to which entry? C27H67N8O5P2